No. 1
Entry from the Open Molecules 2025 dataset: a 7-piece molecular cluster, C6H23N3O10S overall in a non-equilibrium geometry (ωB97M-V/def2-TZVPD).

Last column: Mulliken spin population.
Positions of all 43 atoms, in Å:
1 N 0.8521 4.2179 0.3617  0.00
2 H 0.5375 3.4691 -0.2387  0.00
3 H 1.4946 4.8066 -0.1489  0.00
4 H 1.2763 4.0182 1.2562  0.00
5 H -0.0625 4.6046 0.5463  0.00
6 N -0.6683 0.8580 0.6721  0.00
7 H -0.0664 1.1379 -0.0892  0.00
8 H -1.0331 1.6561 1.1722  0.00
9 H 0.0840 0.5352 1.2637  0.00
10 H -1.4289 0.2295 0.4564  0.00
11 N 3.0265 1.3430 1.8276  0.00
12 H 2.9416 2.3324 2.0118  0.00
13 H 3.1430 1.2857 0.8260  0.00
14 H 2.1626 0.9266 2.1443  0.00
15 H 3.8257 0.8348 2.1785  0.00
16 C -1.7549 3.9179 2.6205  -0.05
17 O -1.5353 2.7431 2.3674  0.32
18 O -1.8154 4.2271 3.8072  0.51
19 O -1.4422 4.7981 1.7462  0.22
20 C 2.0449 1.5763 -1.5808  0.00
21 O 0.8766 1.8396 -1.2848  0.00
22 O 2.8256 1.0789 -0.7858  0.00
23 O 2.3837 1.8200 -2.6858  0.00
24 C 0.8482 -1.1039 3.3582  0.00
25 O 0.6015 0.2909 3.3392  0.00
26 H 0.2758 -1.5291 2.5337  0.00
27 H 1.8780 -1.2849 3.0502  0.00
28 H 0.6257 -1.5942 4.3060  0.00
29 O -1.8498 -1.2297 -0.4021  0.00
30 S -1.0383 -1.9788 -1.3581  0.00
31 O 0.3468 -2.2505 -0.9376  0.00
32 O -1.9146 -3.3722 -1.8359  0.00
33 C -1.2279 -4.5104 -2.2918  0.00
34 C -2.4229 -5.4084 -2.5520  0.00
35 C -1.1198 -1.1185 -2.9982  0.00
36 H -0.4380 -5.0208 -1.7408  0.00
37 H -0.6889 -4.4532 -3.2375  0.00
38 H -3.0671 -5.5124 -1.6789  0.00
39 H -2.1001 -6.4433 -2.6658  0.00
40 H -2.9855 -5.0171 -3.3996  0.00
41 H -1.0299 -1.8933 -3.7596  0.00
42 H -0.3597 -0.3401 -3.0641  0.00
43 H -2.0013 -0.4871 -3.1091  0.00

Its LUMO energy (alpha / beta) is 2.28 / 1.26 eV. As for the spin multiplicity: 2. As for the charge: -1. As for the frontier orbital gap (alpha / beta): 0.20299 / 0.16572 Eh.



No. 2
Entry from the Open Molecules 2025 dataset: a 6-piece molecular cluster, C6H23NO6 overall in a non-equilibrium geometry (ωB97M-V/def2-TZVPD).

Last column: natural (NBO) charge in e.
Positions of all 36 atoms, in Å:
1 C -0.9725 -2.6734 1.0844  -0.07
2 O -2.0805 -1.9427 1.6328  -0.76
3 C 0.3310 -1.8896 1.2108  -0.44
4 C 0.5718 -0.9424 0.0475  -0.49
5 C -0.4293 0.1878 -0.0357  0.21
6 C -1.5839 0.0614 -0.7275  -0.52
7 C 0.4162 1.4096 1.9382  -0.44
8 N -0.0618 1.4291 0.5397  -0.68
9 H -0.9563 -3.5866 1.7198  0.19
10 H -1.1831 -2.9244 0.0205  0.17
11 H -2.1641 -1.1136 1.1377  0.49
12 H 0.2974 -1.3687 2.2273  0.23
13 H 1.1484 -2.6349 1.2771  0.22
14 H 0.5443 -1.4669 -0.9106  0.27
15 H 1.5704 -0.5598 0.0926  0.21
16 H -2.2669 0.8508 -0.8252  0.21
17 H -1.8310 -0.7959 -1.3324  0.21
18 H 1.2843 0.7791 2.0365  0.19
19 H 0.7400 2.4410 2.2452  0.21
20 H -0.3619 0.9830 2.6593  0.23
21 H -0.7398 2.1697 0.4052  0.41
22 H 1.4410 1.9866 -0.5339  0.50
23 H 2.9505 1.8672 -0.4568  0.48
24 O 2.2905 2.1068 -1.0743  -0.98
25 H -0.5062 2.4760 -1.8505  0.48
26 H -1.8823 3.0278 -2.3703  0.48
27 O -1.3436 2.9654 -1.5846  -0.96
28 H 3.0293 0.7384 -3.5938  0.47
29 H 2.0887 1.4614 -2.6448  0.51
30 O 2.1413 0.9812 -3.5171  -0.98
31 H -1.8129 -0.9967 4.6309  0.47
32 H -1.5302 -1.2024 3.1319  0.49
33 O -1.2536 -0.7132 3.8871  -0.98
34 H 1.1957 -0.5059 -3.2608  0.49
35 H 0.2242 -1.3426 -4.0103  0.46
36 O 0.6949 -1.2625 -3.1959  -0.97

Its energy relative to the best compared isomer or geometry (same formula, charge and spin) is 36.3 kcal/mol. Its LUMO energy is 0.50 eV. As for the frontier orbital gap: 0.33631 Eh. The structure (SMILES) is C=C(CCCO)NC.O.O.O.O.O.



No. 3
Entry from the Open Molecules 2025 dataset: a 6-piece molecular cluster, C6H24 overall in a non-equilibrium geometry (ωB97M-V/def2-TZVPD).

Last column: natural (NBO) charge in e.
Positions of all 30 atoms, in Å:
1 C -2.0919 -3.0885 5.5243  -0.85
2 H -2.3555 -3.2363 4.5253  0.21
3 H -2.9268 -3.3873 6.0200  0.21
4 H -1.2436 -3.8061 5.6625  0.21
5 H -1.8436 -2.0484 5.9188  0.22
6 C 0.5553 -5.8266 1.9467  -0.83
7 H 1.4882 -6.4344 2.2111  0.21
8 H -0.0380 -5.5289 2.8589  0.21
9 H 0.8773 -4.9500 1.5358  0.21
10 H -0.0906 -6.3771 1.4158  0.21
11 C 3.5646 0.9347 1.9308  -0.85
12 H 3.3873 1.7463 2.7650  0.21
13 H 3.3973 1.4372 0.9470  0.22
14 H 4.5740 0.6964 2.0644  0.21
15 H 2.9202 0.0755 2.1686  0.22
16 C -1.3465 4.4644 1.8379  -0.86
17 H -2.2811 4.0009 1.6522  0.22
18 H -0.8171 4.4540 0.8128  0.21
19 H -1.3180 5.5049 1.9380  0.22
20 H -0.6209 3.9473 2.5291  0.22
21 C 0.9822 3.4794 -4.9671  -0.87
22 H 1.4538 3.6321 -4.0620  0.21
23 H -0.1503 3.4538 -4.9643  0.22
24 H 0.8666 4.3262 -5.6591  0.22
25 H 1.4833 2.5538 -5.4996  0.21
26 C -1.6910 0.0103 -6.2188  -0.87
27 H -1.8489 0.7058 -7.1070  0.22
28 H -0.7700 0.2860 -5.6959  0.22
29 H -2.4048 0.0578 -5.4466  0.22
30 H -1.5753 -0.9518 -6.9144  0.22

Its energy relative to the best compared isomer or geometry (same formula, charge and spin) is 53.4 kcal/mol. Its LUMO energy is 0.75 eV. As for the frontier orbital gap: 0.47047 Eh. The structure (SMILES) is C.C.C.C.C.C.



No. 4
Entry from the Open Molecules 2025 dataset: C6H24AgB2O4S2 as an isolated structure in a non-equilibrium geometry (ωB97M-V/def2-TZVPD).

Last column: natural (NBO) charge in e.
Positions of all 39 atoms, in Å:
1 Ag -0.6642 -0.7972 0.1527  0.32
2 O -3.5985 0.4747 7.1189  -0.87
3 C -2.2558 -0.0094 7.2839  -0.10
4 C -1.6736 -1.1249 6.2824  -0.12
5 O -2.3653 -1.6560 5.1119  -0.66
6 H -2.2041 -0.3509 8.3177  0.10
7 H -1.7006 0.9286 7.2751  0.10
8 H -1.2893 -1.9144 6.9282  0.08
9 H -0.7914 -0.7095 5.7953  0.15
10 B -2.1717 -4.8988 -0.4493  -0.85
11 H -2.6922 -5.8439 -0.4351  -0.05
12 H -1.6750 -4.6927 -1.3848  -0.05
13 H -2.8527 -4.0968 -0.2100  -0.02
14 H -1.3834 -4.8841 0.2873  -0.03
15 B -3.8776 1.9775 0.7756  -0.86
16 H -3.6876 2.1887 -0.2653  -0.06
17 H -3.0289 2.3311 1.3402  -0.03
18 H -4.7942 2.3667 1.1912  -0.03
19 H -3.9402 0.9160 0.9591  -0.01
20 C 4.7493 1.6559 1.3790  -0.83
21 S 5.3613 -0.0519 1.2170  1.21
22 O 4.1851 -0.8275 0.6678  -0.97
23 C 6.2095 0.0098 -0.4153  -0.79
24 H 5.5071 2.2500 1.8898  0.21
25 H 3.8626 1.7275 2.0089  0.27
26 H 4.4908 2.0523 0.3971  0.23
27 H 6.4616 -0.9611 -0.8417  0.24
28 H 7.1982 0.4307 -0.2324  0.19
29 H 5.6263 0.6430 -1.0839  0.23
30 C 0.2188 1.8683 -6.9030  -0.83
31 S -0.1094 0.7265 -5.5193  1.20
32 O 0.1823 1.5238 -4.2334  -0.94
33 C -1.8723 0.6006 -5.7603  -0.84
34 H -0.2649 2.8365 -6.7737  0.23
35 H -0.0161 1.3800 -7.8487  0.21
36 H 1.2927 1.9929 -6.7644  0.23
37 H -2.1515 0.4825 -6.8073  0.22
38 H -2.0204 1.6090 -5.3739  0.24
39 H -2.2645 -0.1535 -5.0778  0.27

Its LUMO energy is 4.57 eV. As for the charge: -3. As for the frontier orbital gap: 0.06108 Eh.



No. 5
Entry from the Open Molecules 2025 dataset: a 7-piece molecular cluster, C6H24ClO6 overall in a non-equilibrium geometry (ωB97M-V/def2-TZVPD).

Last column: natural (NBO) charge in e.
Positions of all 37 atoms, in Å:
1 Cl -0.7118 0.1470 0.8657  -0.92
2 C 1.2960 -3.3694 -0.2601  -0.24
3 O 1.3942 -1.9805 -0.3862  -0.71
4 H 1.6460 -3.6643 0.7347  0.15
5 H 0.3271 -3.8673 -0.3562  0.14
6 H 1.9835 -3.8735 -0.9413  0.16
7 H 0.8657 -1.6429 0.3480  0.49
8 C -2.2563 -2.0848 -1.8601  -0.25
9 O -1.3600 -0.9971 -2.0166  -0.74
10 H -2.5039 -2.5755 -2.8011  0.16
11 H -1.9925 -2.8451 -1.1207  0.15
12 H -3.1817 -1.6625 -1.4550  0.15
13 H -1.3244 -0.6821 -1.1005  0.50
14 C 2.9846 1.9080 1.1841  -0.25
15 O 2.3590 1.0673 0.2336  -0.73
16 H 2.9787 1.4175 2.1595  0.15
17 H 4.0092 2.1588 0.9051  0.15
18 H 2.4951 2.8845 1.2014  0.17
19 H 1.4218 1.0300 0.4628  0.49
20 C 0.1281 1.6811 -3.5983  -0.24
21 O 0.6862 1.2218 -2.3940  -0.70
22 H -0.8434 1.2026 -3.7439  0.16
23 H -0.0748 2.7568 -3.5726  0.13
24 H 0.7469 1.5478 -4.4852  0.16
25 H 0.0049 1.3111 -1.7211  0.48
26 C -1.0635 4.6264 1.3225  -0.24
27 O -0.0822 3.6240 1.2996  -0.74
28 H -1.7927 4.3608 2.0917  0.16
29 H -0.6152 5.5739 1.6214  0.16
30 H -1.5765 4.7512 0.3668  0.15
31 H -0.4886 2.7522 1.3353  0.50
32 C -1.1106 -3.0731 2.5637  -0.26
33 O 0.0806 -2.4006 2.9796  -0.75
34 H -0.9854 -3.9736 1.9600  0.16
35 H -1.5783 -3.4293 3.4856  0.15
36 H -1.7977 -2.3800 2.0786  0.19
37 H -0.0680 -1.5210 2.6134  0.50

Its energy relative to the best compared isomer or geometry (same formula, charge and spin) is 27.0 kcal/mol. Its LUMO energy is 3.28 eV. As for the charge: -1. As for the frontier orbital gap: 0.34447 Eh.



No. 6
Entry from the Open Molecules 2025 dataset: a 7-piece molecular cluster, C6H24F6N3O5P overall in a non-equilibrium geometry (ωB97M-V/def2-TZVPD).

Last column: natural (NBO) charge in e.
Positions of all 45 atoms, in Å:
1 N -3.4843 -24.9824 20.0808  -0.96
2 H -4.4869 -25.0678 19.7411  0.45
3 H -3.0531 -25.9550 19.9609  0.47
4 H -3.5446 -24.7952 21.0921  0.45
5 H -3.0101 -24.2194 19.6049  0.44
6 N -5.6373 -23.4847 17.3207  -0.91
7 H -5.8500 -24.0053 18.2289  0.49
8 H -5.2972 -24.1990 16.6717  0.42
9 H -4.8627 -22.8206 17.5003  0.48
10 H -6.4824 -23.0428 16.9690  0.43
11 N -5.2932 -28.2177 19.6863  -0.95
12 H -5.7755 -28.7544 20.4029  0.41
13 H -5.2731 -28.7228 18.8050  0.41
14 H -4.2361 -28.0069 19.9649  0.47
15 H -5.8098 -27.2752 19.5082  0.47
16 C -6.9405 -24.8040 20.7402  -0.23
17 O -6.2549 -25.2071 19.5781  -1.03
18 H -6.9089 -25.6484 21.4637  0.12
19 H -6.3831 -23.9949 21.2359  0.15
20 H -7.9815 -24.5096 20.5771  0.15
21 C -1.9350 -28.5469 20.5220  -0.23
22 O -2.7817 -27.7732 19.7497  -0.96
23 H -2.0868 -29.6460 20.3880  0.12
24 H -0.8784 -28.4020 20.2534  0.15
25 H -2.1457 -28.3862 21.5958  0.14
26 P -2.8858 -21.5364 19.0204  2.60
27 F -4.2707 -22.0362 19.7314  -0.61
28 F -2.9603 -22.8002 17.9452  -0.62
29 F -3.8920 -20.7122 18.0149  -0.61
30 F -1.5854 -21.0225 18.2652  -0.57
31 F -2.7828 -20.2422 19.9258  -0.57
32 F -2.0653 -22.4850 20.0065  -0.58
33 C -7.6684 -25.2841 25.0755  -0.63
34 C -6.2459 -25.7292 25.0822  0.07
35 C -5.9101 -27.2088 24.7355  -0.10
36 O -4.9118 -27.1414 23.7165  -0.49
37 C -4.5776 -25.8402 23.5269  0.99
38 O -3.6965 -25.4772 22.8807  -0.58
39 O -5.5647 -25.0514 23.9877  -0.49
40 H -8.0867 -25.5297 24.0962  0.23
41 H -7.7498 -24.2018 25.1364  0.24
42 H -8.1998 -25.7759 25.8874  0.22
43 H -5.6732 -25.5860 26.0059  0.19
44 H -6.8009 -27.7818 24.4327  0.18
45 H -5.5785 -27.8019 25.5906  0.19

Its LUMO energy is -0.03 eV. As for the frontier orbital gap: 0.29726 Eh.



No. 7
Entry from the Open Molecules 2025 dataset: C6H24FN12O6Ti as an isolated structure in a non-equilibrium geometry (ωB97M-V/def2-TZVPD).

Last column: Mulliken spin population.
Positions of all 50 atoms, in Å:
1 Ti 1.1282 2.2508 -0.7388  2.61
2 F 0.4211 0.4568 -0.5929  0.26
3 C 0.0187 -3.3157 -0.1787  0.00
4 O 0.7142 -4.2292 -0.4593  0.00
5 N -0.9736 -3.3628 0.6077  0.00
6 N 0.2460 -2.0971 -0.5578  0.00
7 H -1.7659 -2.7383 0.5596  0.00
8 H -1.2540 -4.2713 0.9484  0.00
9 H -0.1928 -1.3396 -0.0541  0.00
10 H 0.8260 -1.9766 -1.3759  0.01
11 C 2.9093 0.8803 0.6448  -0.03
12 O 3.0448 1.5329 -0.3633  0.00
13 N 3.3871 1.0864 1.8276  0.01
14 N 1.9689 -0.0119 0.9119  -0.01
15 H 3.6570 2.0553 1.9194  0.00
16 H 2.8620 0.6914 2.5947  0.00
17 H 2.1687 -0.7444 1.5779  -0.01
18 H 1.1915 -0.1355 0.2790  -0.14
19 C -2.7053 0.4603 -1.8354  0.03
20 O -2.2673 1.3657 -2.5087  0.00
21 N -2.0035 -0.3213 -1.0068  0.01
22 N -3.8755 0.1483 -1.5981  0.00
23 H -0.9994 -0.2149 -1.0293  0.01
24 H -2.5102 -1.0693 -0.5553  0.00
25 H -4.1092 -0.7438 -1.1862  0.00
26 H -4.6104 0.8140 -1.7904  0.00
27 C 0.5958 -1.0839 -2.9714  0.01
28 O 0.3811 -1.6078 -4.0611  0.00
29 N 1.6136 -1.3903 -2.1548  0.00
30 N -0.0272 0.0253 -2.5702  0.02
31 H 2.2048 -2.1632 -2.4254  0.00
32 H 1.6194 -0.7618 -1.3642  0.02
33 H -0.7569 0.4390 -3.1328  0.01
34 H 0.2777 0.3172 -1.6526  -0.09
35 C -1.3994 -0.1307 1.5274  0.03
36 O -2.2349 -0.6223 2.2560  0.00
37 N -0.2114 -0.5998 1.4048  0.03
38 N -1.5160 0.8608 0.7465  0.00
39 H -0.0681 -1.5088 1.8211  0.00
40 H 0.4260 -0.3228 0.6719  -0.18
41 H -2.4701 1.0373 0.4662  0.01
42 H -0.7617 0.9148 0.0770  -0.20
43 C 0.5575 2.8726 1.5001  0.12
44 O 0.6003 3.2241 0.3698  -0.02
45 N 0.5850 3.6041 2.5040  0.02
46 N 0.7156 1.5727 1.7712  -0.01
47 H 0.5566 3.3738 3.4870  0.01
48 H 0.7629 4.5275 2.1356  0.00
49 H 1.0747 1.0381 0.9932  0.50
50 H 0.1984 1.2137 2.5609  -0.01

Its energy relative to the best compared isomer or geometry (same formula, charge and spin) is 552.9 kcal/mol. Its LUMO energy (alpha / beta) is -0.39 / -0.51 eV. As for the spin multiplicity: 4. As for the frontier orbital gap (alpha / beta): 0.17875 / 0.29549 Eh.